[1]
{"formula": "C6H14O", "method": "ωB97M-V with the def2-TZVPD basis set", "total_energy_ha": -312.208877, "smiles": "C=CCCCO.C", "lumo_energy_ev": 0.950, "homo_ha": -0.3561, "symbols": ["C", "C", "C", "C", "C", "C", "O", "H", "H", "H", "H", "H", "H", "H", "H", "H", "H", "H", "H", "H", "H"], "coordinates": [[0.412, 1.650, 2.882], [2.173, -0.979, 0.855], [1.099, -1.426, 0.211], [0.536, -0.820, -1.043], [-0.941, -0.439, -0.906], [-1.504, 0.133, -2.196], [-2.874, 0.419, -1.990], [1.311, 1.830, 3.477], [-0.406, 1.359, 3.545], [0.138, 2.565, 2.348], [2.729, -0.113, 0.500], [2.539, -1.456, 1.761], [0.566, -2.294, 0.602], [0.604, 0.845, 2.168], [0.639, -1.540, -1.869], [1.127, 0.064, -1.320], [-1.535, -1.319, -0.628], [-1.069, 0.298, -0.103], [-0.944, 1.042, -2.473], [-1.368, -0.596, -3.012], [-3.232, 0.777, -2.810]], "atomic_forces_ev_per_a": [[-0.0014, -0.0121, 0.0058], [-0.1197, -0.0708, -0.0890], [0.1686, 0.0381, 0.0766], [0.0419, 0.0340, -0.0542], [-0.0427, -0.0036, 0.0423], [0.4570, -0.1184, -0.0107], [-0.2010, 0.1268, -0.2203], [-0.1317, -0.0140, -0.0987], [0.0985, 0.0467, -0.0893], [0.0507, -0.1518, 0.0796], [-0.1025, -0.1195, 0.0253], [-0.0867, 0.0463, -0.1371], [0.0810, 0.1194, -0.0437], [-0.0428, 0.1682, 0.1248], [-0.0130, 0.0863, 0.1212], [-0.0689, -0.1296, 0.0466], [0.0899, 0.1085, -0.0339], [0.0252, -0.0962, -0.1099], [-0.1189, -0.1194, 0.0599], [-0.0620, 0.1034, 0.1391], [-0.0216, -0.0424, 0.1656]], "lowdin_charge": [-0.044, -0.021, -0.200, -0.224, -0.201, -0.296, -0.069, 0.018, 0.018, 0.018, 0.062, 0.055, 0.104, -0.016, 0.117, 0.115, 0.121, 0.117, 0.121, 0.120, 0.085]}

=====

[2]
{"formula": "C15H45O20P5", "method": "ωB97M-V with the def2-TZVPD basis set", "total_energy_ha": -3810.502924, "smiles": "COP(=O)(OC)OC.COP(=O)(OC)OC.COP(=O)(OC)OC.COP(=O)(OC)OC.COP(=O)(OC)OC", "lumo_energy_ev": 0.279, "homo_ha": -0.3783, "symbols": ["C", "O", "P", "O", "O", "C", "O", "C", "H", "H", "H", "H", "H", "H", "H", "H", "H", "C", "O", "P", "O", "O", "C", "O", "C", "H", "H", "H", "H", "H", "H", "H", "H", "H", "C", "O", "P", "O", "O", "C", "O", "C", "H", "H", "H", "H", "H", "H", "H", "H", "H", "C", "O", "P", "O", "O", "C", "O", "C", "H", "H", "H", "H", "H", "H", "H", "H", "H", "C", "O", "P", "O", "O", "C", "O", "C", "H", "H", "H", "H", "H", "H", "H", "H", "H"], "coordinates": [[6.180, 1.669, -1.688], [5.237, 2.666, -1.388], [4.671, 3.544, -2.556], [5.607, 4.143, -3.518], [3.552, 2.573, -3.210], [2.632, 3.088, -4.168], [3.823, 4.610, -1.729], [3.583, 5.913, -2.283], [6.555, 1.596, -2.719], [5.882, 0.615, -1.626], [7.075, 1.807, -1.083], [2.917, 4.099, -4.471], [1.608, 3.031, -3.806], [2.745, 2.488, -5.073], [4.221, 6.666, -1.825], [2.534, 6.071, -2.032], [3.687, 6.093, -3.354], [-5.991, -3.145, 2.372], [-6.253, -2.808, 0.997], [-6.775, -1.347, 0.610], [-7.773, -0.671, 1.431], [-7.185, -1.514, -0.958], [-7.135, -2.742, -1.663], [-5.413, -0.500, 0.463], [-4.293, -1.039, -0.214], [-6.733, -3.864, 2.719], [-5.942, -2.271, 3.013], [-5.052, -3.697, 2.354], [-6.450, -3.465, -1.210], [-6.706, -2.559, -2.647], [-8.096, -3.252, -1.700], [-4.337, -2.110, -0.425], [-3.376, -0.856, 0.344], [-4.202, -0.527, -1.175], [1.120, 1.236, 2.709], [2.533, 1.107, 2.549], [3.577, 1.445, 3.692], [3.752, 2.868, 4.005], [4.888, 0.647, 3.152], [5.179, 0.927, 1.792], [3.000, 0.532, 4.870], [3.143, 0.916, 6.225], [0.742, 1.605, 3.662], [0.688, 0.270, 2.456], [0.811, 1.972, 1.962], [4.643, 0.271, 1.108], [6.248, 0.707, 1.660], [5.223, 1.955, 1.419], [2.942, 0.086, 6.913], [2.350, 1.629, 6.453], [4.139, 1.204, 6.563], [-3.152, -4.767, 0.464], [-2.704, -3.741, 1.329], [-1.158, -3.492, 1.662], [-0.929, -2.257, 2.402], [-0.794, -4.796, 2.487], [-1.344, -4.973, 3.827], [-0.420, -3.768, 0.272], [-0.085, -2.661, -0.585], [-2.732, -4.540, -0.532], [-4.230, -4.782, 0.340], [-2.663, -5.723, 0.677], [-0.609, -4.534, 4.499], [-1.303, -6.057, 3.905], [-2.332, -4.532, 3.924], [-0.841, -2.412, -1.325], [0.808, -3.035, -1.092], [0.171, -1.796, 0.026], [0.760, -0.466, -3.415], [0.877, 0.644, -2.515], [-0.423, 1.091, -1.671], [-1.338, 0.027, -1.305], [0.309, 1.806, -0.447], [1.110, 2.967, -0.686], [-0.990, 2.297, -2.542], [-1.850, 2.060, -3.648], [1.416, -1.238, -3.012], [1.139, -0.161, -4.392], [-0.249, -0.852, -3.556], [0.795, 3.643, 0.106], [1.048, 3.404, -1.682], [2.193, 2.843, -0.613], [-1.280, 1.743, -4.524], [-2.315, 2.988, -3.981], [-2.659, 1.387, -3.369]], "atomic_forces_ev_per_a": [[1.9007, -1.6327, -0.8897], [-0.3415, -0.2951, -0.0510], [-0.9615, 0.6042, -0.9418], [-0.2734, -0.4010, 0.2809], [0.6748, 0.1837, 0.8034], [0.6573, 0.0465, -0.7726], [0.6293, -0.2832, -0.6347], [-0.7810, 0.6561, 0.4079], [-0.2819, 1.1674, -0.1033], [-0.9390, 0.4087, 0.9662], [-0.2202, 0.1034, 0.2164], [-0.2591, 0.0902, 0.1731], [0.0593, 0.0380, 0.1601], [-0.2110, -0.1012, 0.0926], [-0.0267, -0.1939, 0.3675], [0.0980, 0.5018, 0.0178], [0.2417, -0.9312, -0.1045], [0.2307, -0.7052, -0.2369], [-0.7335, 0.3372, 0.0546], [1.0687, 0.5815, -1.7438], [0.2590, -0.4025, 0.0697], [0.0588, -0.3399, 1.2845], [0.7442, -0.8159, 0.0313], [-0.9577, -0.3863, 0.9187], [0.6817, 0.1320, -0.8817], [-0.3115, 0.3314, 0.0068], [0.0047, 0.0219, 0.0162], [0.2047, 0.3606, 0.1896], [-0.0302, 0.2195, 0.2242], [-0.4554, 0.2045, -0.1745], [-0.2138, 0.3739, -0.2069], [-0.3305, -0.0107, 0.2516], [-0.1803, 0.1144, 0.1795], [0.0403, 0.0036, 0.0497], [-0.5321, 0.4202, -0.9884], [0.6205, -0.0374, 0.4206], [-0.3530, -0.4775, -0.1722], [0.1429, -0.5220, 0.0667], [-1.5422, 1.2153, 0.4422], [2.3154, -0.4597, -1.2144], [0.9703, -0.0721, -0.2669], [-0.6253, -0.2596, 1.4274], [0.5646, -0.2466, 0.3003], [-0.1452, 0.0648, 0.1991], [-0.1364, -0.2301, 0.0903], [-0.3481, 0.1776, 0.1536], [-0.1561, -0.5289, 0.2125], [-1.1183, 0.2574, 0.6934], [-0.2303, -0.4366, -0.7236], [0.4995, 0.4648, 0.0676], [0.0197, 0.6281, -0.6931], [1.6199, 0.0115, -1.7058], [-0.5481, 0.7123, 0.5139], [-0.4573, -0.9466, 0.1397], [-0.0387, 0.3217, -0.5017], [0.0783, 0.0357, -0.4701], [1.2869, -0.2287, -0.9777], [-0.6219, 0.0895, 0.9265], [1.0748, -0.2968, 0.0631], [-0.3507, 0.0113, 0.0390], [-0.0443, -0.0346, 0.6472], [-0.6210, -0.0911, 0.5267], [-0.3507, 0.0978, 0.2663], [-0.5078, 0.0877, 0.5072], [-0.0490, -0.1094, 0.0523], [-0.2991, -0.1435, 0.3208], [-0.0391, 0.3656, -0.1378], [-0.1322, 0.0835, -0.1763], [0.7485, -0.0862, -0.1680], [-1.0293, -0.2453, -0.0168], [2.1400, 0.9649, 0.1121], [-0.5898, -0.3395, -0.0462], [-0.5946, -0.4688, -1.2884], [0.7060, 0.8777, 0.3956], [-0.1996, 0.1963, 0.4572], [-0.3615, 0.2753, -0.5492], [-0.1849, -0.1858, -0.2055], [0.0392, 0.0561, 0.0782], [-0.0831, 0.1306, 0.3444], [0.1387, 0.4270, -0.3417], [-0.8616, -0.0266, 0.0735], [-0.1820, -0.8957, 0.5261], [0.0251, -0.5148, 0.1791], [0.1352, 0.2126, 0.5207], [0.1623, -0.2828, -0.1405]], "lowdin_charge": [-0.129, -0.185, 0.374, -0.221, -0.224, -0.091, -0.217, -0.095, 0.091, 0.093, 0.095, 0.081, 0.070, 0.094, 0.091, 0.090, 0.083, -0.061, -0.260, 0.412, -0.215, -0.206, -0.118, -0.205, -0.109, 0.092, 0.097, 0.066, 0.068, 0.089, 0.089, 0.071, 0.084, 0.084, -0.065, -0.224, 0.396, -0.227, -0.197, -0.148, -0.209, -0.116, 0.094, 0.089, 0.068, 0.088, 0.088, 0.088, 0.085, 0.091, 0.092, -0.103, -0.246, 0.362, -0.213, -0.237, -0.053, -0.215, -0.086, 0.086, 0.080, 0.095, 0.090, 0.090, 0.085, 0.075, 0.089, 0.079, -0.094, -0.222, 0.394, -0.207, -0.199, -0.090, -0.220, -0.089, 0.086, 0.085, 0.085, 0.099, 0.068, 0.083, 0.089, 0.090, 0.088]}

=====

[3]
{"formula": "C30H52BClEuN7O7", "method": "ωB97M-V with the def2-TZVPD basis set", "multiplicity": 8, "total_energy_ha": -3279.510976, "total_charge": -1, "lumo_energy_ev": [2.302, 2.309], "homo_ha": [-0.1347, -0.1965], "symbols": ["Eu", "C", "C", "C", "C", "C", "C", "C", "C", "C", "N", "N", "B", "N", "N", "C", "C", "C", "C", "C", "C", "C", "C", "C", "N", "N", "C", "C", "C", "C", "C", "C", "C", "C", "C", "H", "H", "H", "H", "H", "H", "H", "H", "H", "H", "H", "H", "H", "H", "H", "H", "H", "H", "H", "H", "H", "H", "H", "H", "H", "H", "H", "H", "H", "H", "H", "H", "H", "H", "H", "H", "H", "H", "H", "H", "H", "H", "H", "H", "H", "H", "C", "C", "C", "O", "H", "H", "H", "H", "H", "H", "O", "N", "O", "O", "Cl", "O", "O", "O"], "coordinates": [[-8.882, -11.763, 14.168], [-6.623, -10.974, 9.053], [-5.214, -10.313, 8.996], [-4.070, -11.298, 8.570], [-4.918, -9.736, 10.331], [-4.380, -8.479, 10.720], [-4.276, -8.499, 12.085], [-3.751, -7.378, 12.968], [-3.589, -6.157, 12.087], [-2.396, -7.718, 13.816], [-4.727, -9.734, 12.501], [-5.020, -10.502, 11.438], [-5.113, -10.237, 13.927], [-5.230, -11.731, 14.124], [-6.324, -12.500, 14.531], [-5.905, -13.803, 14.737], [-4.550, -13.861, 14.299], [-4.129, -12.597, 14.008], [-2.764, -12.160, 13.520], [-2.682, -12.604, 12.088], [-1.695, -12.757, 14.364], [-6.580, -15.036, 15.267], [-6.512, -16.128, 14.151], [-6.004, -15.442, 16.637], [-6.326, -9.475, 14.402], [-7.516, -9.585, 13.602], [-8.218, -8.431, 13.816], [-7.534, -7.630, 14.771], [-6.424, -8.371, 15.174], [-5.519, -8.025, 16.322], [-5.841, -9.019, 17.445], [-5.728, -6.599, 16.796], [-9.349, -7.941, 12.957], [-9.688, -6.505, 13.438], [-8.937, -7.936, 11.471], [-6.691, -11.631, 8.195], [-7.379, -10.208, 8.822], [-6.991, -11.405, 9.966], [-5.231, -9.486, 8.346], [-4.033, -12.099, 9.288], [-3.160, -10.715, 8.651], [-4.264, -11.649, 7.507], [-4.375, -7.526, 10.169], [-4.546, -7.050, 13.610], [-4.113, -5.407, 12.586], [-4.073, -6.242, 11.096], [-2.523, -5.857, 11.942], [-1.577, -7.728, 13.061], [-2.514, -8.694, 14.264], [-2.130, -6.919, 14.550], [-4.130, -9.816, 14.539], [-4.079, -14.842, 14.091], [-2.729, -11.082, 13.493], [-2.748, -13.706, 11.979], [-1.796, -12.246, 11.603], [-3.523, -12.240, 11.456], [-0.643, -12.465, 14.179], [-1.873, -13.869, 14.284], [-1.850, -12.488, 15.429], [-7.684, -14.833, 15.367], [-5.477, -16.353, 13.836], [-7.054, -15.740, 13.236], [-7.067, -17.078, 14.413], [-4.932, -15.642, 16.587], [-6.635, -16.228, 17.160], [-6.125, -14.534, 17.296], [-7.869, -6.620, 15.051], [-4.457, -8.051, 15.913], [-6.829, -8.834, 17.873], [-5.069, -9.025, 18.306], [-5.889, -10.041, 17.069], [-6.634, -6.522, 17.391], [-5.818, -5.863, 16.014], [-4.886, -6.254, 17.417], [-10.340, -8.493, 13.197], [-8.855, -5.846, 13.219], [-9.953, -6.341, 14.445], [-10.512, -6.128, 12.903], [-8.674, -8.954, 11.118], [-8.111, -7.200, 11.290], [-9.706, -7.480, 10.815], [-10.449, -15.642, 14.356], [-10.955, -14.344, 14.990], [-12.455, -14.187, 15.190], [-10.141, -13.460, 15.360], [-11.325, -16.238, 14.360], [-9.599, -16.080, 14.901], [-9.956, -15.481, 13.373], [-12.825, -15.154, 15.581], [-13.054, -13.954, 14.236], [-12.649, -13.426, 15.937], [-8.860, -10.504, 16.431], [-9.909, -9.896, 16.270], [-10.561, -10.104, 15.149], [-9.974, -11.309, 10.269], [-9.874, -12.211, 11.414], [-10.505, -13.484, 11.208], [-10.570, -11.578, 12.583], [-8.470, -12.412, 11.907]], "atomic_forces_ev_per_a": [[1.4271, 1.0534, 1.9787], [-0.0905, 1.3198, -1.6072], [-0.2651, -1.7133, 1.4494], [-1.4111, 1.0503, -0.8815], [1.1181, -0.1984, 2.2183], [-0.9846, 0.5284, -1.1739], [0.0626, -0.9861, 1.3118], [0.9149, -0.7943, 0.0517], [1.4093, -0.0061, -1.1782], [-1.0439, 1.0647, -1.8229], [0.5482, -0.2093, -0.8678], [-1.0181, 0.7442, -1.0493], [1.3377, 1.4740, 0.6229], [0.9927, -4.0958, 0.1942], [0.4272, -0.8379, 0.8848], [1.7187, 2.9073, -1.7367], [-0.4987, -1.6109, 0.3914], [-1.2429, 1.6508, -0.1812], [-1.3492, 0.3920, -0.6213], [-0.9275, -0.8566, -1.6454], [0.4117, -1.2152, 1.5926], [-1.6894, -0.1423, -0.8362], [-0.9312, -0.1784, -0.5255], [-1.3240, 0.9983, 0.9653], [-3.1359, 0.1209, -0.1549], [0.6169, 1.8853, 0.6673], [2.2283, -0.9351, 0.0744], [-0.5781, -0.3404, -0.2022], [-0.3972, 0.9709, -0.7164], [1.0704, 0.0032, -0.8835], [1.5206, -0.5233, 1.2311], [0.2437, 0.3844, 0.6783], [-1.8179, 0.1372, 1.1512], [0.9726, -0.2992, -1.3669], [-0.0650, 0.5739, -0.3839], [-0.1902, -0.6917, -0.0075], [0.1741, 0.0731, 0.1261], [0.6337, -0.4900, 0.4444], [-0.1057, 0.8798, -1.2414], [0.0186, -0.5407, 0.0240], [0.4332, -0.1649, -0.2873], [0.4439, 0.1849, 1.2682], [0.3325, -1.2982, -0.2293], [-0.3798, -0.5246, 0.9938], [-0.4832, 1.8652, 0.6588], [0.5243, 0.2042, 0.8330], [-0.7482, -0.1534, 0.0348], [-0.4124, -0.2278, 0.5020], [0.1934, -0.0724, 0.3164], [-0.5085, -0.6332, -0.4088], [-0.5580, -0.3568, 0.5164], [0.2210, 1.1082, 0.5032], [0.0209, 0.4152, 0.3033], [0.3379, 0.3841, 0.2668], [0.8128, 0.0785, -0.2253], [0.4346, 0.0223, 0.8085], [-0.6156, -0.2796, -0.5522], [0.8414, 0.9392, 0.2417], [-0.0819, -0.2021, -0.4205], [0.9205, 0.0223, 0.2602], [-0.5439, -0.0820, 0.2849], [0.6887, -0.2608, 0.8858], [0.7979, 0.8873, 0.0517], [-0.2019, -0.3837, 0.0307], [1.0508, 0.5112, -0.8615], [0.2738, -0.8165, -0.5340], [0.4939, -0.9414, 0.2615], [-1.0394, -0.5603, 0.8066], [0.0514, 0.2337, -0.1050], [-1.0887, 0.2460, -1.2967], [0.1479, 0.0050, -0.0943], [-0.1863, 0.0114, 0.1581], [0.0227, 0.0963, -0.6121], [-0.2388, -0.3042, -0.0071], [1.7919, 0.1929, -0.7680], [0.3095, 0.2551, -0.0749], [-0.1199, -0.5049, 1.4415], [-1.1191, 0.3896, -1.0319], [-0.0515, 0.7594, 0.1222], [-0.0832, -0.9500, 0.5014], [-0.1793, -0.6565, 0.4206], [0.9041, 1.3034, 0.2073], [2.1226, 1.7123, 0.1933], [-0.3413, -0.3951, -0.6197], [-2.2369, -2.3623, -0.6109], [-0.3316, -1.3263, -0.6223], [-0.5921, 0.1208, 0.4297], [-0.9745, 0.1735, 0.2080], [-0.0090, 0.3839, -0.2379], [1.2158, -0.3301, 1.2197], [0.0309, 0.2525, -0.1042], [0.4820, -0.6473, -0.4638], [-2.1937, 0.8831, -0.9310], [1.6633, -0.1608, 1.7643], [0.5808, -1.7190, 1.5175], [-0.4727, 1.3080, 0.5290], [0.4188, 0.1515, -0.5866], [-0.2155, -0.2629, -1.8281], [-1.3373, -0.0709, -2.0016]], "lowdin_charge": [1.564, -0.057, -0.351, -0.057, -0.272, 0.006, -0.192, -0.302, -0.087, -0.035, 0.027, 0.128, -0.585, 0.072, 0.043, -0.256, -0.013, -0.180, -0.396, -0.074, -0.077, -0.385, -0.081, -0.071, 0.058, 0.059, -0.278, 0.020, -0.236, -0.361, -0.059, -0.092, -0.346, -0.097, -0.062, 0.062, 0.073, 0.042, 0.106, 0.051, 0.065, 0.086, 0.089, 0.102, 0.049, 0.055, 0.091, 0.073, 0.025, 0.075, 0.112, 0.114, 0.106, 0.090, 0.071, 0.060, 0.083, 0.088, 0.087, 0.109, 0.062, 0.092, 0.079, 0.070, 0.087, 0.092, 0.102, 0.134, 0.077, 0.100, 0.068, 0.077, 0.064, 0.080, 0.148, 0.075, 0.062, 0.055, 0.066, 0.088, 0.074, 0.000, -0.402, -0.011, -0.117, 0.054, 0.079, 0.101, 0.081, 0.128, 0.081, -0.232, -0.248, -0.306, -0.309, 0.711, -0.332, -0.497, -0.478]}